1.
{
  "formula": "C5H8OS2",
  "method": "wB97M-V/def2-TZVPD",
  "species": ["C", "C", "C", "C", "C", "O", "S", "S", "H", "H", "H", "H", "H", "H", "H", "H"],
  "coordinates": [[1.157, 0.962, 0.556], [0.457, 0.386, -0.400], [2.290, 1.129, -0.412], [1.551, 0.427, -1.523], [-1.954, -1.556, 1.451], [-2.286, -1.508, -1.182], [-3.401, 0.844, -0.033], [-1.998, -0.504, -0.205], [1.232, 1.400, 1.584], [2.474, 2.314, -0.722], [3.326, 0.696, -0.258], [1.959, -0.502, -1.742], [1.272, 1.014, -2.316], [-2.997, -1.689, 1.662], [-1.449, -2.549, 1.356], [-1.632, -0.865, 2.184]],
  "forces_ev_per_angstrom": [[1.0, 1.0, 1.5], [-1.3, -0.9, -0.1], [2.8, 3.4, -1.3], [-1.9, -0.3, 2.6], [-0.1, 0.4, -1.7], [0.4, -1.1, -1.7], [1.1, -0.2, 0.2], [0.6, 0.2, 2.4], [-1.0, -0.9, -1.0], [-0.5, -2.9, 0.9], [-1.3, 0.3, 0.5], [0.5, -1.7, -0.8], [-0.5, 1.1, -2.1], [-0.7, -0.2, -0.3], [-0.1, 1.3, -0.2], [1.0, 0.4, 0.9]],
  "nbo_charge": [-0.3059, 0.0820, -0.3903, -0.4261, -0.7400, -0.9259, -0.4283, 1.3218, 0.2501, 0.2041, 0.2233, 0.2204, 0.2225, 0.2339, 0.2403, 0.2185],
  "energy_ha": -1066.70253,
  "e_above_lowest_kj_mol": 600.8,
  "molar_mass_g_mol": 148.25,
  "gap_ha": [0.2513, 0.2683]
}

2.
{
  "formula": "C5H8P2",
  "method": "wB97M-V/def2-TZVPD",
  "species": ["C", "C", "C", "C", "C", "P", "P", "H", "H", "H", "H", "H", "H", "H", "H"],
  "coordinates": [[1.001, 0.533, -1.606], [-0.172, 0.780, -0.943], [1.811, -0.403, -0.884], [-0.363, -0.066, 0.238], [-1.711, -0.887, 0.428], [1.192, -1.093, 0.510], [-0.210, 1.319, 1.568], [1.400, 1.093, -2.446], [-0.882, 1.535, -1.374], [2.681, -0.797, -1.270], [-2.647, -0.705, 0.041], [-1.891, -0.985, 1.470], [-1.381, -1.981, 0.188], [1.110, 1.380, 1.389], [0.063, 0.276, 2.690]],
  "forces_ev_per_angstrom": [[-0.4, 0.7, 1.2], [0.3, 0.1, -2.6], [-1.0, -0.6, 0.3], [-1.4, 0.6, 1.1], [4.2, -2.9, 0.7], [-1.0, 0.6, -0.6], [-1.6, -2.3, 1.9], [-0.3, -0.1, 0.0], [0.4, -0.9, 0.9], [2.1, -0.3, -0.8], [-1.6, 1.2, -1.7], [-0.1, 0.1, 1.2], [-1.1, 1.8, -0.1], [2.1, 0.6, -0.3], [-0.6, 1.6, -1.1]],
  "nbo_charge": [-0.2514, -0.2054, -0.6184, -0.5831, -0.6096, 0.6635, 0.3521, 0.2215, 0.2306, 0.2194, 0.2262, 0.2117, 0.2139, -0.0398, -0.0312],
  "energy_ha": -877.92013,
  "smiles": "C[C@]1(P)C=CC=P1",
  "e_above_lowest_kj_mol": 110.8,
  "molar_mass_g_mol": 130.07,
  "gap_ha": 0.2994
}

3.
{
  "formula": "C5H8S",
  "method": "wB97M-V/def2-TZVPD",
  "species": ["C", "C", "C", "C", "C", "H", "H", "H", "H", "H", "H", "H", "H", "S"],
  "coordinates": [[-0.135, 0.217, -1.201], [0.934, -0.657, -0.526], [0.883, -0.299, 0.942], [-0.420, 0.310, 1.192], [-1.227, 0.335, -0.124], [0.208, 1.206, -1.442], [-0.523, -0.249, -2.094], [1.947, -0.499, -0.882], [0.627, -1.689, -0.714], [1.394, -0.959, 1.667], [-1.014, 0.113, 2.084], [-1.901, -0.528, -0.131], [-1.835, 1.253, -0.167], [1.062, 1.446, 1.396]],
  "forces_ev_per_angstrom": [[-0.5, -0.1, 0.5], [0.2, 0.4, -0.3], [0.5, -1.1, 0.5], [-0.7, 0.1, 0.3], [0.6, 0.7, 0.7], [0.4, 0.4, -0.2], [0.0, -0.1, -0.4], [0.0, -0.1, -0.5], [0.3, -0.2, 0.4], [-0.6, 0.3, -0.5], [0.5, 0.2, 0.0], [0.1, 0.0, 0.1], [0.2, -0.4, -0.3], [-1.0, -0.2, -0.4]],
  "nbo_charge": [-0.4095, -0.4180, -0.3114, -0.2512, -0.4168, 0.2185, 0.2118, 0.2203, 0.2089, 0.2380, 0.2315, 0.2077, 0.2211, 0.0488],
  "energy_ha": -593.48397,
  "smiles": "C1C[C@@H]2S[C@@H]2C1",
  "e_above_lowest_kj_mol": 11.2,
  "molar_mass_g_mol": 100.19,
  "gap_ha": 0.3557
}

4.
{
  "formula": "C5H8S",
  "method": "wB97M-V/def2-TZVPD",
  "species": ["C", "C", "C", "C", "C", "S", "H", "H", "H", "H", "H", "H", "H", "H"],
  "coordinates": [[-1.228, -0.200, 0.922], [-0.195, 0.324, 0.377], [-2.134, -1.201, 1.285], [1.652, 0.534, -1.553], [1.572, 0.602, -0.030], [-1.363, 1.541, -0.087], [-2.724, -1.474, 0.311], [-2.873, -1.017, 2.043], [-1.651, -2.167, 1.704], [1.159, -0.386, -1.994], [2.732, 0.455, -1.954], [1.366, 1.452, -2.075], [1.727, 1.645, 0.437], [1.960, -0.107, 0.614]],
  "forces_ev_per_angstrom": [[2.1, 2.1, -1.1], [4.0, 0.8, -0.4], [-1.8, -3.9, -0.7], [2.0, -1.1, -1.1], [-4.9, 2.0, 0.4], [-1.3, 0.0, 0.2], [0.9, 0.2, 1.7], [-0.3, 0.8, 0.3], [-0.3, 1.5, -1.0], [0.3, 1.3, 0.6], [-1.2, -0.1, 1.1], [-0.7, -0.2, 0.4], [-0.2, -1.7, -1.0], [1.6, -1.6, 0.6]],
  "nbo_charge": [0.0100, -0.1195, -0.6853, -0.6513, -0.3304, -0.0748, 0.2404, 0.2434, 0.2464, 0.2283, 0.2210, 0.2338, 0.2279, 0.2102],
  "energy_ha": -593.34762,
  "smiles": "CCC1=C(C)S1",
  "e_above_lowest_kj_mol": 369.2,
  "molar_mass_g_mol": 100.19,
  "gap_ha": 0.2999
}

5.
{
  "formula": "C5H8S",
  "method": "wB97M-V/def2-TZVPD",
  "species": ["C", "C", "C", "C", "C", "H", "H", "H", "H", "H", "H", "H", "H", "S"],
  "coordinates": [[-3.081, 0.418, 0.066], [-0.488, 0.233, -0.019], [0.654, -0.478, -0.055], [1.975, 0.200, -0.053], [3.188, -0.452, 0.197], [-3.920, -0.414, -0.305], [-3.163, 0.593, 1.166], [-2.614, 1.225, -0.502], [-0.600, 1.356, 0.130], [0.727, -1.585, -0.356], [2.226, 1.374, -0.395], [2.929, -1.649, 0.199], [4.067, 0.095, -0.071], [-1.898, -0.918, -0.005]],
  "forces_ev_per_angstrom": [[-1.8, -3.7, 0.8], [0.2, -2.3, 0.6], [1.6, 1.3, -1.3], [3.9, 1.5, -0.3], [-5.4, -1.9, -1.6], [0.8, 3.7, 0.6], [-0.5, 0.5, -1.1], [-1.4, -0.1, -0.3], [0.2, -1.8, -0.2], [-0.5, 1.7, 1.0], [-1.7, -3.0, 1.2], [1.8, 2.9, 0.4], [0.8, -0.5, 0.4], [1.9, 1.6, -0.2]],
  "nbo_charge": [-0.7600, -0.3189, -0.2833, -0.2057, -0.4288, 0.2425, 0.2229, 0.2308, 0.2335, 0.2263, 0.2057, 0.1976, 0.2146, 0.2229],
  "energy_ha": -593.34905,
  "smiles": "C=C/C=C/SC",
  "e_above_lowest_kj_mol": 365.4,
  "molar_mass_g_mol": 100.19,
  "gap_ha": 0.3162
}

6.
{
  "formula": "C5H8S2",
  "method": "wB97M-V/def2-TZVPD",
  "species": ["C", "C", "C", "C", "C", "S", "S", "H", "H", "H", "H", "H", "H", "H", "H"],
  "coordinates": [[-0.402, 1.711, 0.589], [0.484, 1.561, -0.365], [-0.801, 0.605, 1.509], [0.619, -0.807, -1.971], [1.240, -1.775, -2.630], [1.441, 0.085, -0.638], [-1.115, -0.547, -2.246], [-0.919, 2.660, 0.712], [0.930, 2.357, -0.935], [0.026, 0.052, 1.894], [-1.172, -0.259, 0.980], [2.390, -1.979, -2.410], [0.897, -2.595, -3.260], [-1.441, 0.933, 2.235], [-1.088, 0.735, -2.025]],
  "forces_ev_per_angstrom": [[-0.7, -0.5, 0.7], [1.7, -0.1, -1.1], [1.2, -0.9, -2.1], [-0.6, 0.2, 0.0], [3.8, -1.2, 0.8], [-0.1, -0.6, -0.2], [0.0, -1.2, -0.1], [0.3, 0.1, 0.0], [-0.6, 0.6, -0.2], [1.2, 0.4, 0.9], [-1.1, 0.1, -0.6], [-2.4, 0.7, -0.2], [-0.7, 0.8, -0.1], [-1.7, 0.6, 2.0], [-0.1, 1.1, 0.2]],
  "nbo_charge": [-0.1131, -0.4034, -0.6825, -0.3277, -0.4414, 0.2479, 0.0305, 0.2131, 0.2191, 0.2395, 0.2469, 0.2033, 0.2258, 0.2155, 0.1266],
  "energy_ha": -991.60974,
  "smiles": "C=C(S)S/C=C\\C",
  "e_above_lowest_kj_mol": 200.9,
  "molar_mass_g_mol": 132.25,
  "gap_ha": 0.3383
}

7.
{
  "formula": "C5H8S2",
  "method": "wB97M-V/def2-TZVPD",
  "species": ["C", "C", "C", "C", "C", "S", "S", "H", "H", "H", "H", "H", "H", "H", "H"],
  "coordinates": [[0.391, 2.075, -0.098], [-0.460, 0.993, 0.385], [1.975, -0.219, -0.076], [-1.062, -1.360, 0.349], [-0.566, -0.197, -0.275], [2.191, 1.418, 0.152], [3.255, -1.270, -0.344], [0.190, 2.956, 0.355], [0.133, 2.240, -1.188], [-0.746, 0.883, 1.463], [-0.919, -1.204, 1.390], [-2.129, -1.698, 0.027], [-0.470, -2.224, 0.165], [-0.397, -0.180, -1.312], [4.299, -0.468, -0.295]],
  "forces_ev_per_angstrom": [[-0.7, -3.1, -2.5], [-0.9, -2.1, 0.9], [0.5, 0.6, -0.3], [-2.5, -2.5, 0.2], [-0.1, 4.0, -0.1], [-0.2, -0.3, -0.5], [-1.0, 0.1, 0.3], [0.2, 2.8, 1.8], [1.1, -0.3, 0.9], [0.5, 0.7, -0.8], [-0.8, -0.1, 1.2], [1.6, 0.9, 0.8], [0.7, -0.8, -0.6], [0.5, -0.2, -1.3], [1.1, 0.4, 0.0]],
  "nbo_charge": [-0.5078, -0.2790, -0.5455, -0.6544, -0.0912, 0.3216, 0.2138, 0.2210, 0.2242, 0.1890, 0.2136, 0.2175, 0.2237, 0.1885, 0.0652],
  "energy_ha": -991.55009,
  "e_above_lowest_kj_mol": 357.5,
  "molar_mass_g_mol": 132.25,
  "gap_ha": 0.2999
}

8.
{
  "formula": "C5H8S3",
  "method": "wB97M-V/def2-TZVPD",
  "species": ["C", "C", "C", "C", "C", "H", "H", "H", "H", "H", "H", "H", "H", "S", "S", "S"],
  "coordinates": [[-0.443, -1.313, -2.095], [0.473, -1.620, -0.894], [0.536, -1.109, 0.339], [-0.302, 0.011, 0.775], [-0.516, 0.009, 2.295], [0.420, 0.915, -2.448], [-1.462, -0.994, -1.838], [-0.610, -2.209, -2.694], [1.212, -2.366, -1.170], [1.241, -1.542, 1.057], [-1.459, 0.568, 2.606], [-0.603, -1.073, 2.723], [0.798, 2.036, 2.619], [0.318, -0.154, -3.261], [-1.062, 1.144, -0.136], [0.867, 0.810, 3.187]],
  "forces_ev_per_angstrom": [[-0.2, 0.1, 1.0], [-0.2, -0.3, -1.5], [-0.2, 0.7, -0.6], [-0.7, -0.3, 1.2], [-1.4, -0.3, 0.9], [-0.1, -0.3, 0.0], [0.5, 0.2, 0.3], [0.4, -0.2, 0.1], [-0.1, -0.2, 0.3], [-0.3, 0.3, -0.2], [1.2, -0.8, -0.7], [0.3, 1.9, -0.8], [-0.2, -0.4, 0.0], [0.2, 0.1, -0.1], [0.5, -0.4, 0.4], [0.2, -0.1, -0.1]],
  "nbo_charge": [-0.5805, -0.0639, -0.3258, -0.0935, -0.5934, 0.1412, 0.2376, 0.2337, 0.2072, 0.2351, 0.2490, 0.2436, 0.1346, -0.0251, 0.0212, -0.0209],
  "energy_ha": -1389.82330,
  "smiles": "S=C(/C=C\\CS)CS",
  "e_above_lowest_kj_mol": 110.9,
  "molar_mass_g_mol": 164.32,
  "gap_ha": 0.2917
}

9.
{
  "formula": "C5H8S3",
  "method": "wB97M-V/def2-TZVPD",
  "species": ["C", "C", "C", "C", "C", "H", "H", "H", "H", "H", "H", "H", "H", "S", "S", "S"],
  "coordinates": [[-0.019, 1.417, 1.027], [0.198, 1.373, -0.425], [0.152, -1.419, -0.050], [1.026, -2.529, -0.017], [-1.299, 1.553, -0.827], [-0.476, 0.403, 1.615], [-0.801, 2.293, 1.123], [0.934, 1.512, 1.619], [0.852, 2.304, -0.787], [2.125, -2.341, -0.158], [0.934, -2.925, -0.979], [0.697, -3.326, 0.727], [-2.405, 1.264, 0.022], [0.825, -0.077, -1.021], [-1.300, -1.580, 0.679], [-1.443, 2.078, -2.551]],
  "forces_ev_per_angstrom": [[-0.4, -0.4, 4.9], [-2.9, 2.8, 0.9], [-1.5, 2.2, 0.5], [2.6, -2.4, 0.7], [-2.5, 0.9, -4.8], [0.8, 3.0, -2.3], [1.9, -1.5, 0.9], [-0.9, 0.7, -0.5], [-1.5, -2.3, 0.5], [-0.8, 0.2, 1.3], [-0.7, -1.5, -1.9], [0.8, 1.2, -1.0], [4.0, 0.9, -2.9], [1.6, -2.9, -0.9], [-0.1, 0.4, -0.3], [-0.5, -1.3, 4.9]],
  "nbo_charge": [-0.6388, -0.5722, -0.2428, -0.7258, -0.2403, 0.2496, 0.2272, 0.2236, 0.2975, 0.2445, 0.2571, 0.2602, 0.2995, 0.3838, 0.0076, -0.0308],
  "energy_ha": -1389.67971,
  "e_above_lowest_kj_mol": 487.9,
  "molar_mass_g_mol": 164.32,
  "gap_ha": 0.2862
}

10.
{
  "formula": "C5H9B",
  "method": "wB97M-V/def2-TZVPD",
  "species": ["B", "C", "C", "C", "C", "C", "H", "H", "H", "H", "H", "H", "H", "H", "H"],
  "coordinates": [[0.357, -0.621, -0.123], [-1.032, -0.231, 0.120], [-1.428, 1.052, 0.622], [1.446, 0.283, 0.459], [-0.753, 2.231, 0.379], [0.697, -2.034, -0.902], [-1.793, -0.964, 0.019], [-2.339, 1.158, 1.215], [1.287, 0.525, 1.522], [2.384, 0.283, -0.082], [-0.133, 2.336, -0.525], [-0.984, 3.178, 0.869], [0.077, -2.821, -0.588], [1.734, -2.349, -0.929], [0.482, -2.026, -2.053]],
  "forces_ev_per_angstrom": [[1.8, -0.8, -0.9], [-1.4, 1.6, 1.0], [0.5, 0.1, -0.4], [-1.1, -1.2, -0.2], [0.1, -0.4, -0.8], [0.3, 1.9, -2.7], [-0.9, -0.5, 0.0], [0.1, -0.3, 0.0], [0.7, 0.6, -0.7], [0.5, 0.4, 0.7], [0.0, -0.3, 0.7], [-0.1, -0.4, 0.1], [-0.8, -1.2, 0.8], [0.3, -0.1, 0.6], [0.1, 0.5, 1.8]],
  "nbo_charge": [0.4466, -0.3922, -0.2299, -0.4819, -0.3221, -0.9085, 0.2007, 0.2125, 0.2108, 0.1899, 0.2067, 0.1983, 0.2256, 0.2186, 0.2248],
  "energy_ha": -220.63283,
  "e_above_lowest_kj_mol": 260.7,
  "molar_mass_g_mol": 79.94,
  "gap_ha": [0.2933, 0.2834]
}

11.
{
  "formula": "C5H9BN2",
  "method": "wB97M-V/def2-TZVPD",
  "species": ["B", "C", "C", "C", "C", "C", "N", "N", "H", "H", "H", "H", "H", "H", "H", "H", "H"],
  "coordinates": [[2.189, -1.043, 0.185], [2.359, 0.567, -0.227], [0.043, 0.747, -0.089], [-0.174, -0.710, -0.230], [-0.793, 1.713, 0.611], [-1.617, -1.204, -0.380], [1.204, 1.204, -0.405], [0.835, -1.420, 0.130], [2.648, -0.997, -0.913], [2.610, -1.573, 1.133], [3.118, 1.004, -0.845], [-0.817, 1.395, 1.619], [-0.431, 2.674, 0.480], [-1.829, 1.849, 0.173], [-1.611, -2.262, -0.750], [-1.948, -1.148, 0.638], [-2.057, -0.472, -0.993]],
  "forces_ev_per_angstrom": [[0.6, 1.4, 1.6], [-1.6, 0.0, -0.9], [0.7, -0.3, -1.1], [0.1, -0.3, 1.2], [-3.2, -0.6, -1.5], [2.8, -1.2, 0.2], [1.8, -0.9, 0.9], [-3.1, 0.2, -1.6], [0.6, -0.5, -1.0], [1.5, -0.2, 0.3], [0.8, 0.1, 0.0], [-0.4, 0.0, 1.3], [1.3, 1.8, 0.2], [0.7, -0.8, 0.7], [-0.3, 1.1, 0.2], [-0.9, -0.1, 0.4], [-1.3, 0.4, -0.9]],
  "nbo_charge": [-0.0206, 0.0008, 0.2764, 0.2386, -0.6610, -0.6563, -0.3972, -0.4726, 0.1153, -0.0048, 0.1883, 0.2392, 0.2417, 0.2245, 0.2417, 0.2309, 0.2151],
  "energy_ha": -330.18019,
  "e_above_lowest_kj_mol": 232.0,
  "molar_mass_g_mol": 107.95,
  "gap_ha": 0.3235
}

12.
{
  "formula": "C5H9Br2NO2",
  "method": "wB97M-V/def2-TZVPD",
  "species": ["C", "C", "C", "C", "C", "N", "O", "O", "Br", "Br", "H", "H", "H", "H", "H", "H", "H", "H", "H"],
  "coordinates": [[2.499, 0.181, -0.680], [0.248, 1.205, -1.646], [-1.602, 0.104, 1.994], [1.246, 1.064, -0.687], [-1.739, -0.568, 0.695], [-0.798, -1.365, 0.298], [0.195, -1.534, 1.009], [-0.900, -1.990, -0.929], [1.257, 2.413, 0.644], [-3.274, -0.428, -0.225], [2.451, -0.349, 0.189], [2.427, -0.467, -1.502], [3.473, 0.759, -0.708], [-0.269, -2.697, -1.123], [-0.025, 0.480, -2.392], [-0.457, 2.108, -1.713], [-1.723, -0.353, 2.948], [-2.456, 0.835, 1.875], [-0.552, 0.603, 1.952]],
  "forces_ev_per_angstrom": [[-0.5, 2.8, -1.0], [0.8, 1.0, 1.9], [0.7, 3.3, -1.4], [-1.3, 1.0, -3.0], [0.7, -1.7, 0.3], [0.2, -0.1, 0.7], [1.5, -0.8, -0.1], [-1.3, 0.7, -1.1], [0.2, 0.2, 0.3], [-1.7, 0.2, -1.3], [0.2, -1.7, 2.4], [0.1, -1.0, -1.2], [-1.4, -0.4, -0.1], [0.6, 0.3, 1.3], [0.7, -0.5, -0.2], [1.2, -1.4, 0.8], [0.0, -1.2, 0.3], [1.3, -0.1, 0.8], [-1.9, -0.5, 0.4]],
  "nbo_charge": [-0.6518, -0.4374, -0.6672, -0.0566, 0.0239, 0.3451, -0.5180, -0.5602, 0.0307, 0.1382, 0.2363, 0.2169, 0.2305, 0.5087, 0.2117, 0.2192, 0.2446, 0.2254, 0.2599],
  "energy_ha": -5548.99401,
  "smiles": "C/C(Br)=[N+](\\[O-])O.C=C(C)Br",
  "e_above_lowest_kj_mol": 245.0,
  "molar_mass_g_mol": 274.94,
  "gap_ha": 0.3328
}